Record 1
# C4H4O2

C4H4O2 in the gas phase in a non-equilibrium geometry (ωB97M-V/def2-TZVPD, OMol25).

```
! RIJCOSX wB97M-V def2-TZVPD def2/J DEFGRID3
* xyz 0 1
O 1.18 0.76 -0.10
H 2.22 -1.51 0.06
H 0.35 -1.54 -1.23
C -1.66 2.38 0.22
C -1.02 1.36 0.05
H -0.55 -1.91 0.31
O 1.41 -1.78 0.52
H -2.25 3.28 0.39
C 0.25 -1.33 -0.15
C 0.07 0.29 -0.07
*
```

Properties
**Lowest unoccupied orbital energy**: 0.19 eV
**E_tot**: -305.17489 hartree
**Highest occupied orbital energy**: -10.13 eV
**Frontier orbital gap**: 10.32 eV
**Structure (SMILES)**: C#CC(=O)CO
**Energy relative to the best compared isomer or geometry (same formula, charge and spin)**: 65.62 kcal per mole

Okay, here come the Löwdin numbers, in e, for every atom: atom 1 (O): 0.0677, atom 2 (H): 0.0971, atom 3 (H): 0.1204, atom 4 (C): 0.1130, atom 5 (C): -0.0194, atom 6 (H): 0.1114, atom 7 (O): -0.0586, atom 8 (H): 0.0435, atom 9 (C): -0.1752, atom 10 (C): -0.2998


Record 2
# C2H2N2O2

C2H2N2O2 in the gas phase (ωB97M-V/def2-TZVPD, OMol25).

```
! RIJCOSX wB97M-V def2-TZVPD def2/J DEFGRID3
* xyz 0 1
O 0.77 -0.92 -1.19
C 0.53 -1.06 0.15
N 0.87 0.28 -0.29
O -1.20 1.56 0.17
H -0.65 2.26 -0.22
N -0.86 -0.76 0.49
C -0.55 0.42 0.11
H 1.16 -1.65 0.81
*
```

Properties
**Lowest unoccupied orbital energy**: 0.54 eV
**E_tot**: -337.25888 hartree
**Highest occupied orbital energy**: -10.59 eV
**Frontier orbital gap**: 11.13 eV
**Energy relative to the best compared isomer or geometry (same formula, charge and spin)**: 103.88 kcal per mole

Okay, here come the Löwdin numbers, in e, for every atom: atom 1 (O): 0.0409, atom 2 (C): -0.3611, atom 3 (N): 0.1320, atom 4 (O): 0.1553, atom 5 (H): 0.1351, atom 6 (N): 0.1985, atom 7 (C): -0.4541, atom 8 (H): 0.1534


Record 3
# C15H23Cl2N5O2Pt

A molecular structure, C15H23Cl2N5O2Pt (ωB97M-V/def2-TZVPD, OMol25).

```
! RIJCOSX wB97M-V def2-TZVPD def2/J DEFGRID3
* xyz 4 5
N 4.06 1.82 5.04
C 3.22 0.71 2.90
N 2.00 -0.25 1.10
H -1.38 -2.63 -6.96
O -0.86 -0.44 -1.98
C 3.36 1.92 3.78
H 1.40 1.48 2.07
N -1.10 -1.38 -5.31
H 3.32 4.39 5.87
H 5.00 4.94 6.09
H 3.55 -0.19 5.30
Cl -1.47 -0.88 1.18
C 0.27 -1.57 -4.93
C -0.68 -0.83 -3.14
C 2.93 -1.23 1.01
H -2.94 0.73 0.24
H 4.85 0.44 6.35
N 1.15 -2.01 -5.79
Pt 0.51 -0.29 -0.35
H 1.87 1.20 6.55
H 3.16 1.84 7.59
H 4.76 -2.06 1.71
H 5.07 -0.30 3.42
C -1.68 -1.64 -6.60
N 0.49 -1.24 -3.67
O 2.94 2.98 3.43
Cl -0.83 1.82 0.30
H 0.93 -2.23 -6.75
H -2.44 1.16 1.93
C 4.19 -0.28 2.79
H -1.27 -0.89 -7.32
C 4.33 4.34 5.46
H -2.76 -1.55 -6.56
C 3.89 0.66 5.89
H 2.11 -2.12 -5.49
C 2.85 0.99 6.99
C 4.88 2.92 5.54
H 2.76 0.12 7.63
H -2.62 -1.55 -3.88
C 2.14 0.70 2.03
H 5.15 2.64 6.56
C -1.80 -0.87 -4.16
H 4.34 4.76 4.46
H 2.77 -1.99 0.25
H -2.24 0.11 -4.38
C 4.03 -1.27 1.83
H 5.81 2.85 4.94
C -2.13 0.77 0.97
*
```

Properties
**<S²>**: 6.022
**Lowest unoccupied orbital energy (alpha / beta)**: -11.45 / -15.61 eV
**E_tot**: -2047.68670 hartree
**Highest occupied orbital energy (alpha / beta)**: -21.13 / -21.26 eV
**Frontier orbital gap (alpha / beta)**: 9.68 / 5.65 eV
**Energy relative to the best compared isomer or geometry (same formula, charge and spin)**: 4.11 kcal per mole

Okay, here come the Löwdin numbers, in e, for every atom: atom 1 (N): 0.0739, atom 2 (C): -0.0814, atom 3 (N): -0.1446, atom 4 (H): 0.1478, atom 5 (O): -0.1358, atom 6 (C): -0.2886, atom 7 (H): 0.1111, atom 8 (N): 0.0752, atom 9 (H): 0.0976, atom 10 (H): 0.1105, atom 11 (H): 0.1212, atom 12 (Cl): 0.6530, atom 13 (C): -0.2883, atom 14 (C): -0.4015, atom 15 (C): -0.0771, atom 16 (H): 0.0639, atom 17 (H): 0.1585, atom 18 (N): 0.3180, atom 19 (Pt): 1.0658, atom 20 (H): 0.0923, atom 21 (H): 0.0962, atom 22 (H): 0.1462, atom 23 (H): 0.1491, atom 24 (C): 0.0808, atom 25 (N): 0.2300, atom 26 (O): 0.2216, atom 27 (Cl): 0.6543, atom 28 (H): 0.1602, atom 29 (H): 0.0682, atom 30 (C): 0.0549, atom 31 (H): 0.1656, atom 32 (C): -0.0194, atom 33 (H): 0.1361, atom 34 (C): -0.1481, atom 35 (H): 0.1777, atom 36 (C): 0.0045, atom 37 (C): -0.1261, atom 38 (H): 0.1091, atom 39 (H): 0.1891, atom 40 (C): -0.0376, atom 41 (H): 0.1408, atom 42 (C): 0.0456, atom 43 (H): 0.0850, atom 44 (H): 0.1264, atom 45 (H): 0.1901, atom 46 (C): 0.0304, atom 47 (H): 0.1800, atom 48 (C): -0.7824